Entry w
18
Properties=species:S:1:pos:R:3:lowdin_charge:R:1 method="wB97M-V/def2-TZVPD" homo_ev=-5.07 gap_ev=9.03 total_charge=-1
C 0.3185 2.2773 -0.8787 -0.2116
C -0.2655 1.3857 0.3733 -0.0795
C 0.1316 -0.0474 -0.0182 -0.7289
O 1.1532 -0.2807 -0.6784 -0.0393
O -0.7983 -0.8439 0.2693 -0.0949
N -0.3461 1.8679 -2.1863 -0.0218
H -0.0686 3.1505 -0.7211 0.0130
H 1.3812 2.0997 -1.2034 0.1147
H 0.1742 1.6261 1.3967 0.1180
H -1.3116 1.4056 0.4311 0.0674
H -1.3471 2.0761 -2.0638 0.0572
H -0.1810 0.9232 -2.4082 0.0229
H -0.8438 -1.8966 1.5381 0.0351
H 0.2372 -2.3077 2.6902 -0.0529
O -0.6342 -2.2889 2.4846 -0.1080
H 0.1749 -2.8449 0.5017 -0.0870
H 1.4137 -2.8176 -0.0018 0.0730
O 0.8116 -3.4845 0.4749 -0.0774

---

Entry x
18
Properties=species:S:1:pos:R:3:lowdin_charge:R:1 method="wB97M-V/def2-TZVPD" homo_ev=-4.20 gap_ev=8.09 total_charge=-1
O -2.4554 0.9007 2.4460 0.0118
C -1.6307 0.9116 1.5696 -0.2527
C -1.7631 0.0211 0.3706 -0.2262
N -1.2606 0.5072 -0.9246 -0.0556
C 0.2584 0.6259 -0.9021 -0.4771
O 0.9004 -0.3014 -0.1974 -0.3009
H -0.7201 1.5249 1.6797 0.1240
H -2.8212 -0.1805 0.1936 0.1108
H -1.3493 -0.9366 0.7013 0.1096
H -1.4818 -0.1809 -1.6314 0.0736
H 0.5548 1.6582 -0.6727 0.0830
H 0.4787 0.5759 -2.0340 0.0999
H 0.5035 -1.8683 -0.2510 -0.0221
H 0.9158 -2.5716 -1.4473 -0.0038
O 0.4918 -2.8070 -0.6231 -0.1500
H 2.4726 0.3946 0.2796 -0.0079
H 3.7452 0.6312 1.0242 0.0035
O 3.1611 1.0948 0.4189 -0.1199

---

Entry y
18
Properties=species:S:1:pos:R:3:lowdin_charge:R:1 method="wB97M-V/def2-TZVPD" homo_ev=-4.64 gap_ev=8.49 total_charge=-1
C -1.5225 -1.5470 -0.2514 -0.2893
N -0.2468 -0.9070 -0.5816 0.0081
C -0.2681 0.5459 -0.4597 -0.7102
O -1.3378 1.1522 -0.5123 -0.0158
O 0.8918 1.0524 -0.3485 -0.1156
C -1.2826 -2.8737 0.5171 -0.1014
H -2.0850 -0.8248 0.3341 0.0932
H -2.1827 -1.6528 -1.1242 0.0975
H 0.1740 -1.2057 -1.4460 0.1046
H -1.9657 -3.6337 0.1411 0.0491
H -1.4848 -2.6432 1.5618 0.0556
H -0.2329 -3.1340 0.4310 0.0542
H 1.4293 3.8506 -0.9064 0.0117
H 1.6317 2.3405 -1.0626 -0.0216
O 1.9994 3.2202 -1.3519 -0.1279
H 2.8733 2.1970 1.9967 0.0133
H 1.6881 1.7589 1.1401 -0.0077
O 1.9213 2.3042 1.9227 -0.0977

---

So which one is most stable? That would be entry y, about 37.3 kcal/mol below the next structure.

---

Entry w
11
Properties=species:S:1:pos:R:3:lowdin_charge:R:1 method="wB97M-V/def2-TZVPD" homo_ev=-8.64 gap_ev=9.64
C 1.6636 -0.7052 -0.5624 -0.4226
S 0.5830 -0.0210 0.7027 0.8091
H 1.4766 -0.2717 -1.5411 0.0337
H 1.6656 -1.7946 -0.6251 0.0270
H 2.6529 -0.4768 -0.1580 0.0194
C -0.7668 0.7336 -0.1302 -0.6541
N -2.0594 0.0250 -0.3049 -0.0590
H -0.4455 1.0716 -1.1355 0.0730
H -0.9573 1.7212 0.2965 0.0653
H -2.7483 0.7683 -0.4393 0.0573
H -2.1206 -0.3005 -1.2652 0.0510

---

Entry x
11
Properties=species:S:1:pos:R:3:lowdin_charge:R:1 method="wB97M-V/def2-TZVPD" homo_ev=-8.78 gap_ev=9.83
C 0.9068 -1.1308 -1.0890 -0.4247
S 0.8538 -0.1059 0.3964 0.7870
H 0.9087 -0.4751 -1.9602 0.0324
H 1.8331 -1.6577 -1.0506 0.0130
H 0.0717 -1.8207 -1.1651 0.0338
C -0.5395 0.9941 0.0321 -0.5818
N -1.8173 0.5444 0.6115 -0.0617
H -0.2459 1.9572 0.4156 0.0496
H -0.6106 1.0030 -1.0575 0.0632
H -2.5570 0.5852 -0.0757 0.0530
H -1.6962 -0.4078 0.9318 0.0363

---

Entry y
11
Properties=species:S:1:pos:R:3:lowdin_charge:R:1 method="wB97M-V/def2-TZVPD" homo_ev=-8.48 gap_ev=9.52
C -0.8683 -0.7815 1.2617 -0.3978
S -1.2563 -0.7072 -0.5557 0.7272
H -0.8619 0.2593 1.5649 0.0182
H -1.6967 -1.3211 1.7121 0.0194
H 0.0409 -1.3486 1.4286 0.0270
C 0.3851 0.0161 -1.0276 -0.5967
N 0.5951 1.3817 -0.6301 -0.0414
H 1.0300 -0.7153 -0.5317 0.0511
H 0.5554 -0.1355 -2.0904 0.0680
H 1.0737 1.4444 0.2520 0.0628
H 1.0031 1.9078 -1.3838 0.0623

---

So which one is most stable? That would be entry x, about 2.3 kcal/mol below the next structure.

---

Entry w
12
Properties=species:S:1:pos:R:3:lowdin_charge:R:1 method="wB97M-V/def2-TZVPD" homo_ev="-8.16 / -8.16" gap_ev="8.12 / 8.12"
C -0.8957 -0.7578 -0.5787 -0.6098
C -0.5599 0.6022 -1.1037 -0.1192
C -0.0031 -0.8041 0.6303 -0.1086
C 0.3846 1.1400 -0.3618 -0.0174
N 0.6442 0.2985 0.8172 -0.2794
N 1.4010 0.7734 1.7327 0.0717
Cl -0.6331 -2.0336 -1.8971 0.5134
H -2.0730 -0.9541 -0.5137 0.1344
H -0.9855 1.0034 -2.0660 0.1345
H 0.1244 -1.4873 1.3704 0.0923
H 0.8956 2.1080 -0.4950 0.1304
H 1.7005 0.1114 2.4655 0.0576

---

Entry x
12
Properties=species:S:1:pos:R:3:lowdin_charge:R:1 method="wB97M-V/def2-TZVPD" homo_ev=-8.95 gap_ev=9.80
C 0.7437 0.9800 -0.1171 -0.5540
C -0.5476 0.7978 -0.8628 -0.2583
C -1.1938 -0.1985 1.1217 -0.1464
C -0.5426 1.0729 0.6748 -0.1827
H 1.3425 1.8747 -0.2867 0.1025
H -0.9011 1.4680 -1.6173 0.1257
H -0.5482 -1.1973 -1.6094 0.1284
H -1.4388 -0.5162 2.1328 0.1079
H -0.9507 1.9974 1.0482 0.1246
N -1.1390 -0.5234 -1.0794 -0.0429
N -1.4282 -1.0435 0.1709 0.0044
Cl 1.7476 -0.5042 0.1054 0.5907

---

Entry y
12
Properties=species:S:1:pos:R:3:lowdin_charge:R:1 method="wB97M-V/def2-TZVPD" homo_ev=-9.78 gap_ev=8.26
C -1.4832 0.4609 0.8020 -0.2383
C 0.8959 -0.5323 0.8062 -0.1016
C 1.0292 0.8797 0.2184 -0.6975
C -0.2525 0.2102 0.3686 -0.2872
N -2.5710 0.6864 1.0729 0.1850
N -0.9132 -0.5677 -1.6750 0.1447
Cl 1.8133 1.0893 -1.2694 0.6743
H 1.3243 -1.3842 0.0470 0.1648
H 1.2419 -0.7520 1.8029 0.1042
H 1.3680 1.7443 0.8194 0.1114
H -0.6366 -1.5060 -1.3973 0.0054
H -1.8163 -0.3286 -1.5957 -0.0653

---

So which one is most stable? That would be entry x, about 26.6 kcal/mol below the next structure.

---

Entry w
12
Properties=species:S:1:pos:R:3:lowdin_charge:R:1 method="wB97M-V/def2-TZVPD" homo_ev=-9.59 gap_ev=10.48
C -2.5628 -0.8273 -0.2843 0.1128
C -1.4603 -0.6054 0.1559 -0.1035
C 0.0005 -0.4081 0.3137 -0.3621
C 0.9240 0.0107 -0.9467 -0.1933
N 0.1314 0.8730 1.0429 0.0078
N 2.0884 -0.3958 -0.6451 -0.4432
Cl 3.4500 0.1791 -1.5084 0.5272
H -3.5653 -0.6117 -0.6007 0.0324
H 0.4217 -1.2480 0.8243 0.1153
H 0.4262 0.7885 -1.5328 0.1235
H -0.7436 1.2788 1.4441 0.0923
H 0.8900 0.9662 1.7370 0.0908

---

Entry x
12
Properties=species:S:1:pos:R:3:lowdin_charge:R:1 method="wB97M-V/def2-TZVPD" homo_ev=-7.75 gap_ev=8.16
C -0.2920 0.5777 -0.4118 -0.1823
C 2.5584 -0.3048 1.4492 -0.8288
C -0.6946 -1.6079 0.6948 -0.0218
C -1.0559 1.4533 -1.3845 -0.0630
N -0.5788 -0.4914 0.0142 -0.0861
N 2.6538 -0.2025 2.6104 0.0884
Cl 2.3693 -0.2986 -0.1375 0.8080
H -0.1965 -2.5071 0.2746 0.0742
H -1.1533 -1.6496 1.5827 0.0123
H -1.7885 0.8287 -1.8541 0.0638
H -1.4667 2.2056 -0.7772 0.0519
H -0.3551 1.9966 -2.0609 0.0834

---

So which one is most stable? That would be entry x, about 3.4 kcal/mol below the next structure.